(1)
Molecular formula: C5H8O2
Method: DFT, wB97M-V/def2-TZVPD

Each line ends with the natural charge from an NBO analysis.
Atoms and positions in Å:
C  1.524  0.859  -0.329  -0.637
C  0.447  -0.033  0.285  0.080
O  0.820  -0.546  1.547  -0.715
C  -0.979  0.543  0.381  -0.460
C  -1.615  -0.609  -0.371  -0.092
O  -0.724  -0.818  -1.509  -0.514
C  0.363  -1.123  -0.814  0.328
H  1.182  1.269  -1.285  0.221
H  1.777  1.676  0.349  0.232
H  2.425  0.264  -0.516  0.230
H  1.248  -1.399  1.389  0.478
H  -1.303  0.578  1.423  0.243
H  -1.123  1.527  -0.079  0.218
H  -2.646  -0.676  -0.697  0.216
H  -1.395  -1.511  0.227  0.172

## Properties
HOMO energy, eV: -8.75
Charge: 0



(2)
Molecular formula: C20H26O10
Method: DFT, wB97M-V/def2-TZVPD

Each line ends with the natural charge from an NBO analysis.
Atoms and positions in Å:
C  6.905  -0.819  1.345  -0.670
C  6.501  -0.725  -0.205  -0.081
O  5.337  0.097  -0.490  -0.501
C  5.312  1.286  0.281  0.232
C  4.306  1.479  1.264  -0.076
C  3.174  0.422  1.629  -0.478
C  1.801  0.612  0.841  -0.020
C  1.066  1.989  0.838  -0.228
C  -0.280  2.082  0.093  -0.212
C  -0.940  0.869  -0.643  -0.213
C  -0.162  -0.486  -0.643  -0.220
C  1.209  -0.636  0.099  -0.011
C  1.912  -2.074  0.060  -0.659
C  4.620  2.931  1.832  0.752
O  3.934  3.692  2.551  -0.526
O  5.890  3.436  1.385  -0.489
C  6.249  2.568  0.289  0.724
O  7.185  2.929  -0.444  -0.507
H  7.680  -0.016  1.621  0.226
H  7.450  -1.832  1.475  0.231
H  6.011  -0.853  2.054  0.222
H  7.422  -0.447  -0.836  0.198
H  6.218  -1.798  -0.530  0.199
H  3.629  -0.624  1.498  0.249
H  2.939  0.574  2.752  0.252
H  1.564  2.852  1.388  0.247
H  -0.875  3.056  0.086  0.225
H  -1.957  0.973  -1.155  0.230
H  -0.645  -1.370  -1.171  0.224
H  2.665  -2.036  -0.819  0.229
H  1.190  -2.929  -0.193  0.234
H  2.514  -2.320  0.997  0.218
C  -2.181  -2.205  -4.816  -0.258
O  -2.944  -2.001  -3.628  -0.498
C  -4.225  -2.397  -3.721  0.979
O  -4.747  -2.889  -4.691  -0.633
O  -4.823  -2.149  -2.543  -0.500
C  -6.200  -2.522  -2.495  -0.258
H  -1.167  -1.851  -4.626  0.198
H  -2.134  -3.268  -5.066  0.193
H  -2.598  -1.631  -5.646  0.195
H  -6.313  -3.597  -2.652  0.196
H  -6.777  -1.961  -3.233  0.195
H  -6.577  -2.277  -1.502  0.193
C  -5.253  0.128  0.314  -0.253
O  -5.824  0.888  1.377  -0.498
C  -4.929  1.322  2.280  0.977
O  -3.741  1.119  2.251  -0.632
O  -5.589  2.019  3.220  -0.496
C  -4.755  2.544  4.252  -0.257
H  -6.059  -0.171  -0.356  0.189
H  -4.541  0.732  -0.252  0.191
H  -4.773  -0.774  0.701  0.196
H  -4.024  3.241  3.839  0.193
H  -4.257  1.736  4.793  0.193
H  -5.392  3.086  4.952  0.196

## Properties
Structure (SMILES): CCOC1=C(Cc2ccccc2C)C(=O)OC1=O.COC(=O)OC.COC(=O)OC
HOMO energy, eV: -8.56
Charge: 0



(3)
Molecular formula: C2H4OSSi
Method: DFT, wB97M-V/def2-TZVPD

Each line ends with the natural charge from an NBO analysis.
Atoms and positions in Å:
C  2.229  0.057  0.235  -0.416
C  0.971  0.361  -0.114  -0.352
S  -0.209  -0.958  -0.044  -0.174
Si  -2.442  -0.121  -0.120  1.655
O  -3.601  0.890  0.022  -1.106
H  2.867  0.881  0.195  0.221
H  2.343  -1.049  0.448  0.217
H  0.616  1.370  -0.330  0.221
H  -2.774  -1.430  -0.292  -0.266

## Properties
Structure (SMILES): C=CS[SiH]=O
HOMO energy, eV: -9.28
Charge: 0



(4)
Molecular formula: C18H16F6N8O6RbS3
Method: DFT, wB97M-V/def2-TZVPD

Each line ends with the natural charge from an NBO analysis.
Atoms and positions in Å:
Rb  -0.673  1.116  0.714  0.913
O  -0.479  -3.435  2.822  -0.695
C  0.665  -4.016  2.429  0.348
C  0.987  -5.264  2.968  -0.288
C  2.153  -5.904  2.596  -0.185
C  3.024  -5.316  1.682  -0.284
C  2.706  -4.079  1.150  -0.162
C  1.536  -3.410  1.506  -0.170
C  1.185  -2.080  0.915  0.585
O  0.079  -1.549  1.247  -0.796
N  2.092  -1.565  0.096  -0.503
N  1.634  -0.414  -0.484  -0.265
C  2.526  0.413  -0.870  -0.008
C  2.165  1.687  -1.521  0.158
C  3.174  2.543  -1.954  -0.248
C  2.826  3.734  -2.570  -0.167
C  1.485  4.039  -2.732  -0.270
C  0.544  3.134  -2.255  0.061
N  0.868  1.989  -1.665  -0.452
H  -0.515  -2.568  2.333  0.515
H  0.302  -5.707  3.678  0.214
H  2.388  -6.871  3.024  0.200
H  3.937  -5.820  1.395  0.202
H  3.363  -3.591  0.445  0.231
H  3.583  0.197  -0.707  0.167
H  4.212  2.271  -1.806  0.213
H  3.593  4.416  -2.913  0.210
H  1.167  4.961  -3.198  0.218
H  -0.518  3.338  -2.330  0.220
C  -0.194  -3.760  -1.882  -0.668
C  -1.301  -3.477  -0.940  0.362
N  -1.840  -4.330  -0.132  -0.276
N  -2.746  -3.582  0.574  -0.393
C  -2.750  -2.273  0.260  0.245
S  -3.606  -1.035  0.985  -0.286
N  -1.857  -2.232  -0.785  -0.252
N  -1.409  -1.048  -1.348  -0.641
H  0.076  -4.809  -1.785  0.246
H  0.679  -3.144  -1.652  0.254
H  -0.494  -3.561  -2.912  0.218
H  -3.185  -3.960  1.394  0.423
H  -1.513  -1.075  -2.354  0.363
H  -0.437  -0.898  -1.085  0.401
F  0.878  5.877  2.348  -0.317
C  0.319  5.402  1.232  0.719
F  0.016  6.431  0.443  -0.313
F  1.218  4.639  0.606  -0.316
S  -1.173  4.433  1.700  2.262
O  -0.643  3.288  2.402  -0.965
O  -2.010  5.345  2.421  -0.916
N  -1.635  4.079  0.226  -1.272
S  -2.930  3.243  -0.116  2.245
O  -2.670  2.428  -1.273  -0.936
O  -3.569  2.656  1.032  -0.922
C  -4.086  4.537  -0.720  0.713
F  -3.578  5.165  -1.785  -0.320
F  -5.245  3.977  -1.078  -0.315
F  -4.326  5.440  0.227  -0.308

## Properties
HOMO energy, eV: -5.38
Charge: -1



(5)
Molecular formula: C23H31N3O2
Method: DFT, wB97M-V/def2-TZVPD

Each line ends with the natural charge from an NBO analysis.
Atoms and positions in Å:
C  5.955  2.873  -0.452  -0.608
C  6.052  1.380  -0.758  -0.208
N  4.791  0.708  -0.497  -0.470
C  4.938  -0.645  0.010  -0.216
C  5.600  -1.658  -0.933  -0.636
C  3.833  0.849  -1.581  -0.215
C  2.373  0.810  -1.118  -0.397
C  1.973  2.013  -0.262  -0.409
C  2.506  1.958  1.172  -0.404
C  1.581  1.222  2.154  -0.490
C  1.382  -0.227  1.765  0.699
O  2.175  -1.101  2.045  -0.622
N  0.219  -0.428  1.074  -0.657
C  -0.262  -1.578  0.475  0.286
C  0.456  -2.775  0.480  -0.265
C  -0.032  -3.892  -0.164  -0.168
C  -1.244  -3.842  -0.836  -0.245
C  -1.979  -2.674  -0.825  -0.171
C  -1.524  -1.536  -0.158  -0.223
C  -2.340  -0.293  -0.132  0.682
O  -1.844  0.825  -0.049  -0.643
N  -3.682  -0.509  -0.175  -0.608
C  -4.729  0.418  -0.196  0.230
C  -4.532  1.790  -0.315  -0.269
C  -5.623  2.640  -0.339  -0.186
C  -6.911  2.144  -0.246  -0.231
C  -7.110  0.778  -0.129  -0.193
C  -6.028  -0.081  -0.105  -0.269
H  5.639  3.018  0.578  0.209
H  6.924  3.346  -0.595  0.206
H  5.235  3.364  -1.101  0.198
H  6.390  1.240  -1.799  0.164
H  6.810  0.945  -0.102  0.194
H  3.950  -1.011  0.294  0.214
H  5.530  -0.578  0.928  0.192
H  5.687  -2.616  -0.427  0.214
H  5.007  -1.802  -1.833  0.200
H  6.595  -1.327  -1.222  0.200
H  3.975  0.073  -2.353  0.169
H  4.011  1.813  -2.061  0.192
H  1.747  0.793  -2.014  0.209
H  2.192  -0.117  -0.577  0.197
H  0.884  2.098  -0.248  0.205
H  2.359  2.914  -0.744  0.202
H  3.484  1.478  1.160  0.246
H  2.630  2.976  1.548  0.205
H  2.047  1.237  3.141  0.234
H  0.619  1.734  2.209  0.204
H  -0.346  0.394  0.859  0.444
H  1.405  -2.806  0.989  0.261
H  0.545  -4.805  -0.156  0.218
H  -1.612  -4.707  -1.366  0.216
H  -2.906  -2.639  -1.382  0.207
H  -3.984  -1.473  -0.136  0.404
H  -3.532  2.182  -0.387  0.253
H  -5.460  3.704  -0.432  0.216
H  -7.756  2.814  -0.265  0.214
H  -8.110  0.378  -0.057  0.216
H  -6.186  -1.147  -0.015  0.205

## Properties
Structure (SMILES): CCN(CC)CCCCCC(=O)Nc1ccccc1C(=O)Nc1ccccc1
HOMO energy, eV: -7.93
Charge: 0



(6)
Molecular formula: C4H6Br2O
Method: DFT, wB97M-V/def2-TZVPD

Each line ends with the natural charge from an NBO analysis.
Atoms and positions in Å:
C  1.274  1.004  -0.351  -0.140
C  0.397  0.532  0.831  -0.270
C  -0.882  -0.104  0.262  -0.046
C  -1.023  -1.264  -0.652  -0.734
O  0.225  1.480  -1.081  -0.255
Br  1.128  -0.853  2.104  -0.004
Br  -2.352  0.439  1.160  0.123
H  2.042  1.701  -0.002  0.191
H  1.864  0.254  -0.850  0.176
H  0.119  1.437  1.266  0.230
H  -1.479  -2.100  -0.150  0.246
H  -0.071  -1.712  -0.901  0.229
H  -1.241  -0.815  -1.634  0.254

## Properties
HOMO energy (spin up / spin down), eV: -7.59 / -10.42
⟨S²⟩: 2.011
Charge: 0
Spin multiplicity: 3



(7)
Molecular formula: C4H11BiClNO3Pr
Method: DFT, wB97M-V/def2-TZVPD

Each line ends with the Mulliken spin population.
Atoms and positions in Å:
Pr  0.475  -0.645  -0.419  2.042
Cl  -0.293  1.617  -1.657  -0.003
C  -1.721  -1.110  -1.011  -0.022
H  -1.873  -2.125  -0.589  0.003
H  -2.050  -1.143  -2.057  0.003
H  -2.339  -0.371  -0.477  0.001
Bi  0.346  0.061  -3.824  -0.010
C  -1.575  1.010  -4.640  0.002
C  2.102  1.498  -3.884  -0.002
C  0.833  -1.813  -2.467  -0.017
H  2.752  1.240  -3.044  0.000
H  2.646  1.439  -4.837  0.000
H  1.661  2.487  -3.734  0.000
H  -2.415  0.601  -4.071  0.000
H  -1.454  2.082  -4.439  0.000
H  -1.660  0.807  -5.718  0.000
H  0.028  -2.497  -2.819  0.002
H  1.779  -2.207  -2.873  0.000
O  0.335  -1.370  1.988  -0.001
N  0.694  -0.227  2.531  0.000
O  0.814  -0.083  3.725  0.002
O  0.910  0.749  1.671  0.002

## Properties
HOMO energy (spin up / spin down), eV: -2.12 / -2.12
⟨S²⟩: 2.004
Charge: -1
Spin multiplicity: 3



(8)
Molecular formula: C28H36P2SiSr
Method: DFT, wB97M-V/def2-TZVPD

Each line ends with the natural charge from an NBO analysis.
Atoms and positions in Å:
C  0.704  2.699  0.579  -0.462
C  -0.234  2.821  -0.471  -0.356
C  -1.526  2.639  0.072  -0.425
H  -0.019  3.015  -1.507  0.239
C  -1.385  2.407  1.461  -0.429
C  -0.009  2.443  1.777  -0.357
H  0.423  2.304  2.754  0.225
H  1.774  2.782  0.485  0.232
H  -2.445  2.650  -0.489  0.251
H  -2.187  2.229  2.157  0.224
Sr  -0.367  0.700  0.350  1.628
C  -1.862  -3.116  -5.090  -0.846
H  -2.559  -3.122  -4.257  0.214
H  -2.145  -2.339  -5.794  0.215
H  -0.858  -2.923  -4.721  0.214
Si  -0.449  -0.184  -2.005  0.252
C  1.218  -0.199  -2.919  -0.304
C  2.012  0.951  -2.972  -0.267
H  1.659  1.859  -2.498  0.198
C  3.250  0.954  -3.599  -0.208
H  3.841  1.861  -3.628  0.205
C  3.737  -0.210  -4.179  -0.234
H  4.706  -0.216  -4.661  0.208
C  2.968  -1.365  -4.139  -0.215
H  3.337  -2.276  -4.594  0.207
C  1.723  -1.353  -3.523  -0.251
H  1.132  -2.260  -3.509  0.209
C  -1.602  0.882  -3.081  -0.396
C  -1.201  1.406  -4.312  -0.166
H  -0.237  1.129  -4.720  0.201
C  -2.015  2.270  -5.034  -0.217
H  -1.676  2.658  -5.986  0.204
C  -3.263  2.626  -4.545  -0.234
H  -3.900  3.297  -5.107  0.207
C  -3.686  2.115  -3.324  -0.220
H  -4.660  2.382  -2.933  0.205
C  -2.862  1.262  -2.606  -0.236
H  -3.206  0.888  -1.649  0.187
H  -0.943  -1.596  -2.249  -0.169
H  -1.885  -4.082  -5.588  0.203
C  1.812  -1.597  1.174  -0.782
P  2.062  -0.206  2.398  0.477
C  2.571  1.201  3.534  -0.777
C  1.351  -1.440  3.623  -0.296
C  2.206  -2.351  4.248  -0.167
C  1.739  -3.164  5.284  -0.230
C  0.412  -3.081  5.710  -0.203
C  -0.458  -2.152  5.122  -0.225
C  0.016  -1.311  4.107  -0.339
P  -0.897  0.139  3.448  0.778
C  -1.992  -1.203  2.717  -0.931
C  -1.181  1.016  5.068  -0.925
H  2.044  -1.213  0.158  0.239
H  0.750  -1.938  1.162  0.230
H  2.487  -2.448  1.389  0.238
H  1.755  1.493  4.225  0.241
H  3.416  0.858  4.153  0.234
H  2.893  2.069  2.922  0.249
H  3.248  -2.393  3.959  0.206
H  2.423  -3.841  5.781  0.216
H  0.063  -3.701  6.522  0.216
H  -1.461  -2.052  5.515  0.207
H  -2.840  -0.659  2.239  0.214
H  -1.510  -1.820  1.941  0.243
H  -2.486  -1.822  3.496  0.233
H  -1.519  0.317  5.854  0.231
H  -0.245  1.516  5.384  0.246
H  -1.960  1.791  4.913  0.239

## Properties
HOMO energy, eV: -6.18
Charge: 0